Computed, not measured: one molecule with the formula C4H5N in a non-equilibrium geometry, with ωB97M-V with the def2-TZVPD basis set.

```
10
C4H5N (ωB97M-V with the def2-TZVPD basis set)
C 1.002 -0.292 0.492
H 3.256 -0.533 0.631
C -0.446 -0.268 0.395
N -1.021 -0.566 -0.901
C -1.166 0.781 -0.419
H -0.954 -0.633 1.265
H -0.289 -0.655 -1.590
C 2.197 -0.427 0.564
H -0.417 1.554 -0.354
H -2.162 1.039 -0.083
```

Its molecular weight is 67.09 g mol⁻¹. The max |F| comes out at 2.02 eV/Å. The total energy comes out at -5715.4740 eV. As for the gap between HOMO and LUMO: 10.58 eV.

=====

Computed, not measured: C42H41CoNO3P2S as an isolated structure in a non-equilibrium geometry, with ωB97M-V with the def2-TZVPD basis set.

```
91
C42H41CoNO3P2S (ωB97M-V with the def2-TZVPD basis set)
H 0.431 -3.322 -3.483
C -0.167 0.841 -7.034
C -7.660 -1.398 -1.317
H 2.167 -3.089 1.275
C -0.802 0.616 -4.723
H -8.054 0.459 -0.267
C -9.344 1.486 -7.541
C -0.954 -4.151 0.157
C -1.093 0.865 -0.090
H 1.782 2.444 -1.035
C -1.598 -3.386 -0.745
C -6.999 1.884 -7.018
C 0.539 -4.314 0.445
H 2.658 -1.692 -0.536
H 1.064 -5.012 -0.237
H -3.170 2.680 -11.730
N -2.175 1.517 -2.233
H 2.259 -0.739 -5.177
C 1.064 1.899 -0.424
O -3.694 1.303 -0.166
H 1.716 -0.045 -7.545
C -0.187 1.516 -0.924
H -7.222 -3.051 -2.644
H -1.647 0.645 -4.000
H -5.994 2.147 -7.358
C 1.341 1.644 0.923
H -6.935 1.887 -1.986
C -7.608 -0.009 -1.144
C -3.578 0.109 -5.839
H 0.613 -0.255 -3.360
C 1.734 -2.258 -0.622
C -3.329 3.189 -2.744
H -5.608 -0.697 -6.003
H -10.575 0.931 -5.860
C -1.052 1.115 -5.992
H -10.156 1.445 -8.274
H -7.843 2.038 -9.015
H -8.110 -2.024 -0.551
C 1.024 0.163 -6.734
C -7.200 1.557 -5.663
C -0.891 0.732 1.281
C -8.511 1.253 -5.274
C -3.034 2.070 -7.889
C -2.995 3.382 -8.391
H -2.311 3.606 -2.715
H -1.562 -2.097 -2.429
O -0.277 2.457 -3.171
H -3.333 -0.010 -8.387
C 1.316 -0.245 -5.423
C 1.036 -2.173 -1.764
H -4.006 3.944 -3.163
C -9.571 1.203 -6.191
H -6.171 -1.648 -4.358
H -2.901 4.223 -7.703
H 1.094 -1.290 -2.370
S -2.645 0.625 -0.885
C -3.255 1.223 -10.144
C -8.045 1.827 -7.955
Co -3.455 1.592 -4.054
H -2.973 -0.702 -6.267
C 1.280 -2.953 0.619
H -1.835 -3.786 -2.818
H 0.576 -2.247 1.118
H 0.621 -4.329 -2.101
C -7.151 -1.979 -2.478
H 0.609 -4.801 1.444
H -3.045 4.608 -10.162
C -0.806 1.892 -2.203
C -1.228 -3.122 -2.164
P -2.789 1.770 -6.089
O -2.786 -0.776 -1.205
C -4.925 0.028 -5.553
H -3.370 0.378 -10.814
H -1.718 0.374 1.897
H 0.582 0.921 2.849
P -5.664 1.310 -4.537
C -3.223 1.001 -8.772
C 0.289 -3.319 -2.394
H -8.714 1.003 -4.239
H 2.318 1.892 1.350
C -3.150 2.516 -10.653
C -6.998 0.800 -2.111
C -6.478 0.203 -3.272
H -3.743 2.996 -1.745
H -1.572 -4.718 0.834
C -6.559 -1.180 -3.455
C -3.061 3.594 -9.767
C 0.401 0.005 -4.395
H -2.583 -3.011 -0.452
H -0.445 1.151 -8.039
C 0.370 1.087 1.785
```

Its molecular weight is 760.74 g mol⁻¹. The max |F| comes out at 3.76 eV/Å. The total energy comes out at -118882.8609 eV. As for the gap between HOMO and LUMO (spin up / spin down): 6.23 / 7.29 eV. Its multiplicity is 4.

=====

Computed, not measured: C14H23IrO5S5 as an isolated structure, with ωB97M-V with the def2-TZVPD basis set.

```
48
C14H23IrO5S5 (ωB97M-V with the def2-TZVPD basis set)
O -1.924 1.286 -0.072
C -2.717 -0.516 1.482
C -1.297 1.250 -5.429
H -1.206 3.177 -0.035
C -3.045 0.433 0.324
H -2.674 2.934 0.948
H 2.690 1.155 0.244
H 4.303 -0.821 1.029
C 0.624 -2.216 1.450
H 2.665 -0.792 -0.778
H 1.592 2.119 2.919
S -1.090 -1.147 -1.866
H 1.122 -1.756 -2.576
C 1.587 2.086 1.828
C -0.890 -2.272 1.456
C 2.723 1.246 1.335
H -1.302 -2.801 0.593
H 1.039 -3.225 1.416
C -1.706 2.519 0.673
S -1.705 1.700 -6.913
H 0.980 -1.688 2.334
H -2.876 -0.056 2.456
H -1.234 -2.743 2.377
Ir -0.248 0.083 -0.119
C 0.184 -2.291 -2.447
H -3.290 -0.119 -0.581
C -0.166 1.067 -3.071
O 0.316 1.500 1.421
H -0.172 -2.676 -3.401
C -0.833 2.244 1.874
H -1.336 1.667 2.651
H -0.514 3.193 2.305
C 3.274 -1.070 1.309
H 2.822 -2.484 -0.261
S 0.896 1.326 -1.704
H -3.349 -1.401 1.405
H 0.278 -3.107 -1.734
S -0.090 2.102 -4.455
O 2.621 -0.011 1.972
O 1.076 -1.497 0.263
H 3.325 -1.889 2.026
O -1.318 -0.890 1.420
C 2.524 -1.481 0.051
H 1.650 3.096 1.421
H 3.662 1.744 1.596
C -1.056 0.062 -3.137
S -2.025 -0.111 -4.579
H -3.890 1.072 0.579
```

Its molecular weight is 623.88 g mol⁻¹. The charge is +2. The max |F| comes out at 0.19 eV/Å. The total energy comes out at -82126.6874 eV. As for the gap between HOMO and LUMO: 6.71 eV.

=====

Computed, not measured: C56H42BrN8O3W as an isolated structure in a non-equilibrium geometry, with ωB97M-V with the def2-TZVPD basis set.

```
111
C56H42BrN8O3W (ωB97M-V with the def2-TZVPD basis set)
H 1.397 -0.603 -4.954
C 2.520 0.765 5.368
C 3.898 3.120 5.683
H -4.562 -1.014 -1.958
H 0.309 -2.659 -2.244
C 2.406 -1.492 3.424
C 1.172 2.494 -1.957
C 2.481 0.987 2.892
C -1.071 5.427 1.959
N -4.101 0.576 -5.366
H 2.614 0.595 7.490
C -0.191 7.393 0.239
H 2.056 -3.639 3.016
H 0.123 -1.250 -3.908
Br -3.327 4.982 -3.313
H -6.983 -1.349 -2.361
H -1.398 4.654 2.639
H 3.744 -1.261 -1.715
H 3.987 3.336 1.745
H 4.074 -3.984 -3.552
O 0.336 1.594 -1.475
C -3.371 -0.241 0.308
C 0.711 5.510 -4.155
H 0.318 5.800 -1.094
N 1.148 1.793 1.026
H -1.452 3.086 -2.051
C -1.145 6.753 2.336
H 1.882 -0.099 5.284
H -8.593 -0.995 -0.528
C 2.939 -3.678 -0.386
H -2.672 2.673 -5.281
C -3.694 2.237 0.404
C -6.630 -1.042 -1.385
C -5.736 -0.235 1.107
C -0.858 3.731 -2.688
H 3.233 0.376 -1.311
C -1.617 -3.346 -0.282
H -5.377 0.066 2.081
C -4.816 -0.443 0.084
H 0.236 0.497 -4.185
C -7.086 -0.435 0.887
H -1.532 7.015 3.311
C -2.888 1.061 0.417
C 2.089 3.881 0.819
C 1.667 -3.109 -0.616
H -3.113 4.350 0.416
H -4.766 2.251 0.391
C -0.544 5.060 0.720
C -1.523 2.803 0.444
C 0.817 -0.421 -4.041
C 2.314 1.868 1.795
C 1.303 -2.130 1.612
N -1.163 -0.261 -1.797
H 3.127 -0.929 -0.085
N -1.151 -1.258 0.497
C 0.547 3.568 -2.724
H -1.699 2.229 -3.956
C 2.030 -0.359 2.702
C -0.105 6.063 -0.136
C 1.363 -2.535 -1.970
C 2.965 3.100 1.522
O 2.384 2.402 -1.740
C 3.012 -0.683 -1.143
C 3.419 -3.659 -2.755
C -2.513 -1.361 0.251
C 1.938 -2.610 2.731
N -2.284 1.921 -4.731
N -1.545 1.415 0.446
H -4.682 -0.200 -5.091
C 1.313 4.487 -3.466
H 0.156 8.160 -0.441
C -0.612 -2.472 0.132
C -0.701 7.745 1.476
H -1.163 6.466 -4.674
H 3.951 2.656 7.784
C 3.796 -3.944 -1.410
C 0.917 3.108 0.630
C 3.520 2.705 4.424
H -4.611 1.382 -5.695
H -3.798 -3.041 -0.412
C -0.679 5.673 -4.129
C -1.921 -0.070 -2.674
C 2.887 1.467 4.201
N -2.813 -0.061 -3.566
O 1.724 -0.258 -2.985
N 1.323 -0.750 1.564
H 1.930 -2.938 -4.060
C -1.421 4.779 -3.373
H 2.234 4.886 0.480
H 3.024 -1.522 4.299
C -7.538 -0.839 -0.359
H -0.729 8.783 1.777
H 4.746 -4.428 -1.229
C 2.243 -3.067 -3.036
H 3.699 3.380 3.608
C 2.903 1.180 6.626
H -1.478 -4.365 -0.592
C 1.575 -0.936 -1.688
C -2.820 -2.660 -0.181
C -2.853 3.309 0.421
C -5.279 -0.854 -1.165
C 3.637 2.342 6.799
H -7.790 -0.282 1.692
C -3.066 0.828 -4.499
H 2.384 4.359 -3.466
C 0.789 -2.736 0.378
H 1.308 6.203 -4.731
H 4.397 4.074 5.795
H 3.196 -3.947 0.629
W 0.231 0.235 -0.137
C -0.380 3.608 0.462
```

Its molecular weight is 1138.75 g mol⁻¹. The charge is -1. The max |F| comes out at 4.64 eV/Å. The total energy comes out at -148684.4911 eV. As for the gap between HOMO and LUMO (spin up / spin down): 4.46 / 4.45 eV.